(1)
DFT (wB97M-V/def2-TZVPD) results for a molecular structure, C28H29FeN4OS3SeSi.

Atoms and positions in Å:
C: 6.408 -0.823 -2.611
C: 2.446 2.023 -0.280
H: -4.152 0.255 -0.885
C: -1.221 6.027 -0.717
C: -2.431 -2.832 1.446
C: 4.273 0.954 -2.641
H: -2.537 -3.193 4.804
H: 0.602 5.251 0.134
O: -1.865 1.397 0.734
H: 2.085 -7.419 -1.237
C: -2.396 5.732 -1.396
H: 3.430 1.631 -2.659
H: -0.999 7.053 -0.443
H: 6.515 -0.431 -0.508
C: -1.341 -1.774 3.739
S: -1.045 -1.281 -0.282
N: 4.617 1.328 -0.261
C: -1.498 -1.796 1.338
H: -3.542 -4.144 2.728
Se: 0.736 -2.693 -2.206
H: -4.878 3.396 1.900
C: 5.757 -0.563 -3.813
C: -4.520 1.154 -0.384
C: -3.976 0.407 2.485
H: -1.975 2.374 -1.667
H: 1.545 -5.504 -2.685
Fe: -0.169 0.808 0.238
H: -0.916 -1.345 4.640
C: 1.091 -4.174 -1.062
C: -0.931 -1.239 2.508
H: -3.559 4.158 -2.287
C: 4.689 0.326 -3.802
H: 1.217 -5.034 2.214
H: 5.312 1.303 0.462
H: -4.518 1.973 -1.109
H: -3.973 -0.641 2.175
H: 4.153 0.533 -4.721
C: -0.592 3.693 -0.705
H: -4.989 0.669 2.811
S: 1.869 0.367 -0.501
C: -3.815 3.288 1.662
H: -3.236 3.537 2.556
N: 0.298 2.656 -0.415
C: 1.003 -4.061 0.328
C: 1.293 -5.148 1.139
C: -2.257 -2.806 3.830
C: 1.686 -6.362 0.590
C: -2.815 -3.342 2.673
H: -2.852 -3.234 0.532
H: 6.065 -1.051 -4.729
H: 0.709 -3.117 0.765
C: -0.319 5.027 -0.382
H: -3.101 6.515 -1.647
C: 4.933 0.700 -1.431
H: -3.303 0.489 3.343
H: 1.918 -7.206 1.230
C: 1.478 -5.400 -1.609
C: -1.771 3.402 -1.400
S: 0.271 0.032 2.489
H: -5.555 0.977 -0.074
N: 1.558 3.063 -0.274
H: 7.234 -1.525 -2.582
C: 1.779 -6.480 -0.790
C: 6.009 -0.207 -1.442
H: -3.559 4.014 0.886
Si: -3.414 1.538 1.097
N: 3.697 2.365 -0.096
C: -2.655 4.408 -1.743

Values from the calculation:
**Net charge**: -2
**E**: -6527.93556 Ha
**Spin multiplicity**: 6
**E_HOMO (spin up / spin down)**: -1.295 / -1.785 eV
**Lowest unoccupied orbital energy (spin up / spin down)**: 0.167 / 0.140 Ha



(2)
DFT (wB97M-V/def2-TZVPD) results for a molecular structure, C28H29N3NiOPS at a distorted geometry.

Atoms and positions in Å:
H: 4.756 -2.546 -0.914
H: -2.103 0.989 1.164
N: 2.122 4.842 0.793
C: 2.619 3.589 -1.486
H: -2.469 -0.378 5.118
H: 3.663 6.173 0.405
H: 0.487 0.040 4.523
C: -1.641 -1.004 -3.281
H: -0.433 -1.465 4.594
H: 2.403 -3.088 -1.399
H: 3.645 1.391 0.324
C: -2.021 1.122 -4.358
H: -1.838 -2.068 -3.239
C: -0.462 -0.424 4.263
C: -2.710 0.332 1.790
H: -2.490 1.709 -5.136
C: -3.280 1.094 2.986
C: -0.593 0.963 -2.442
H: -3.791 1.989 2.625
C: 2.010 0.147 -0.337
H: -1.568 -3.354 0.553
P: -0.108 -1.321 -0.885
H: 1.907 5.283 1.677
C: 1.356 3.771 0.434
C: 3.347 0.426 -0.078
H: -2.068 -5.730 0.076
C: -1.001 -5.738 -1.783
C: -1.198 -3.817 -0.355
H: -2.924 -0.719 -4.972
C: -0.631 -0.332 2.775
H: 0.056 1.496 -1.740
C: -0.443 -3.065 -1.249
H: 0.606 -3.077 -3.129
H: -2.713 2.191 4.730
S: 0.098 3.200 1.393
H: -3.492 -0.085 1.159
C: -0.773 -0.420 -2.363
N: -1.844 -0.751 2.289
C: 3.990 -1.795 -0.770
C: 0.029 -3.660 -2.421
C: -1.478 -5.152 -0.622
H: -4.043 0.472 3.467
O: 0.206 0.223 2.070
H: -1.334 0.719 5.860
C: -2.234 1.487 4.049
H: 5.364 -0.312 -0.057
C: -2.255 -0.240 -4.269
C: 3.425 4.696 -1.147
C: 3.134 5.311 0.026
C: 2.665 -2.096 -1.052
H: -1.411 2.038 3.579
H: -1.215 -6.778 -1.991
C: 1.694 -1.116 -0.859
H: 4.226 5.040 -1.781
C: 4.330 -0.535 -0.291
C: -1.184 1.730 -3.430
N: 1.641 3.157 -0.734
C: -0.247 -4.992 -2.683
C: -1.662 0.326 4.898
H: -1.000 2.796 -3.473
H: -2.340 -1.302 2.978
Ni: 0.302 1.030 0.130
H: 0.125 -5.451 -3.590
H: 2.792 3.038 -2.406

Values from the calculation:
**Net charge**: +1
**E**: -3571.49915 Ha
**Spin multiplicity**: 3
**E_HOMO (spin up / spin down)**: -10.388 / -10.601 eV
**Lowest unoccupied orbital energy (spin up / spin down)**: -0.124 / -0.124 Ha
**Energy above the lowest of the compared OMol25 structures with the same formula, charge and spin**: 17.91 kcal per mole



(3)
DFT (wB97M-V/def2-TZVPD) results for a molecular structure, C28H29N3OsSi at a distorted geometry.

Atoms and positions in Å:
Os: 0.454 -1.547 0.078
H: 3.432 -1.384 -0.894
C: 0.781 -2.496 -1.765
H: 0.314 -6.680 3.257
H: -4.637 6.015 0.864
C: 3.588 -1.376 0.196
C: 0.455 -3.479 -0.771
H: 1.713 -2.364 -2.313
C: 0.574 0.310 -0.038
N: 2.468 -1.442 0.950
H: 5.712 -1.323 0.187
H: 1.914 -5.732 1.598
H: -1.417 -3.752 0.495
C: 4.906 -1.163 2.209
H: -0.324 0.796 -0.390
H: -0.378 5.798 1.687
C: -1.349 -2.056 -0.942
H: 0.736 0.573 1.022
H: -2.327 -1.596 -0.848
C: -2.256 3.022 -3.756
C: -2.384 3.610 -0.023
C: -0.310 -4.729 4.001
H: -1.061 -5.103 4.687
C: -2.484 6.075 1.261
C: -0.893 2.328 -5.615
H: 1.103 -4.277 -0.436
H: 0.847 1.148 -5.109
H: 3.670 -1.069 4.047
H: 1.289 -1.205 3.898
Si: -2.515 2.249 -1.269
C: -1.234 4.089 0.643
H: -2.383 0.941 -0.625
H: 1.467 0.607 -0.596
C: -1.992 3.037 -5.125
H: -0.700 2.327 -6.685
N: 1.340 -1.613 2.972
H: 5.871 -1.130 2.699
H: 0.450 1.213 -2.688
C: 2.548 -1.355 2.275
C: -0.036 1.664 -4.734
C: -1.283 5.351 1.255
C: 4.826 -1.283 0.818
C: -0.074 -3.365 3.896
C: 3.736 -1.150 2.962
C: -0.864 -3.206 -0.263
H: -3.123 3.591 -3.398
C: -1.454 2.292 -2.857
H: -0.469 -0.762 -2.535
H: -3.802 2.052 -1.756
H: -2.667 3.600 -5.778
H: -0.321 3.507 0.672
C: 0.429 -5.604 3.194
C: 0.923 -2.957 2.993
H: -4.562 3.633 0.071
C: -3.641 4.176 0.290
H: -2.498 7.111 1.625
H: -0.575 -2.582 4.467
C: -0.350 -1.623 -1.874
N: 1.478 -3.765 2.100
C: 1.304 -5.090 2.243
C: -0.283 1.672 -3.357
C: -3.683 5.472 0.826

Values from the calculation:
**Net charge**: +2
**E**: -1627.99058 Ha
**Spin multiplicity**: 5
**E_HOMO (spin up / spin down)**: -11.743 / -13.427 eV
**Lowest unoccupied orbital energy (spin up / spin down)**: -0.224 / -0.381 Ha



(4)
DFT (wB97M-V/def2-TZVPD) results for a molecular structure, C28H29N3SiTi at a distorted geometry.

Atoms and positions in Å:
C: -2.115 0.408 -4.140
C: 0.793 -3.055 3.442
C: -0.594 1.423 -5.772
C: 2.705 0.611 -3.983
H: 0.046 -0.730 5.770
H: 2.468 -2.769 -3.540
H: 0.633 -1.053 -6.041
Si: 0.348 -0.953 -4.598
C: -3.050 -5.051 0.121
H: -0.975 -5.521 0.712
C: -1.024 1.225 0.750
C: 4.264 -1.739 -4.150
H: 4.879 -2.643 -4.227
H: 0.432 1.646 -6.067
C: -2.980 1.766 -5.954
H: -1.978 -1.358 -1.126
C: -1.772 -4.782 0.602
H: 1.296 -3.980 3.230
H: 1.273 -2.902 5.544
C: 4.840 -0.478 -4.380
C: 0.001 1.218 -1.324
H: 4.570 1.681 -4.237
C: -1.492 -3.467 0.949
H: -0.884 -2.864 -1.318
H: -1.522 2.535 -7.382
C: 4.092 0.694 -4.198
H: 2.060 0.749 -0.571
H: -1.108 -1.613 -2.588
H: -1.762 1.403 1.526
H: -5.030 -4.220 -0.214
H: -3.287 -6.038 -0.249
H: -3.837 2.193 -6.478
H: -4.180 1.012 -4.280
C: -4.017 -4.033 0.148
H: 0.168 1.412 -2.396
C: 0.371 0.882 0.926
N: -0.131 -3.092 1.179
C: 0.115 -2.442 2.410
N: -0.389 -1.219 2.488
H: -4.391 -1.954 0.668
C: 0.987 0.858 -0.371
C: -3.190 1.066 -4.751
H: -2.176 1.758 -1.095
H: 0.008 -1.204 -1.311
H: -0.834 0.399 3.734
N: -2.353 -2.437 0.831
C: -0.401 -0.601 3.697
C: -1.684 1.960 -6.465
C: 0.114 -1.234 4.815
H: 0.454 -3.922 1.131
C: -0.983 -1.791 -1.512
H: 5.883 -0.403 -4.687
C: -1.262 1.347 -0.665
H: 2.105 1.517 -3.845
C: 0.782 -2.451 4.691
C: 2.080 -0.656 -3.988
H: 0.925 0.827 1.858
C: -0.822 0.500 -4.719
H: -2.275 -0.196 -3.244
Ti: -0.862 -0.854 0.273
C: -3.663 -2.759 0.564
C: 2.904 -1.814 -3.842

Values from the calculation:
**Net charge**: +1
**E**: -2387.17867 Ha
**Spin multiplicity**: 2
**E_HOMO (spin up / spin down)**: -7.354 / -7.304 eV
**Lowest unoccupied orbital energy (spin up / spin down)**: -0.149 / -0.147 Ha



- Which formula does entry 2 have?
  C28H29N3NiOPS